No. 1
The following is a DFT calculation (ωB97M-V with the def2-TZVPD basis set) of C22H16F2N4O2 in the gas phase at a distorted geometry.

Results
LUMO energy = 0.4235 eV
orbital gap = 0.31270 Ha
E = -1417.201861 Ha
SMILES = Nc1ncnc2occ(-c3ccc4c(c3)CCN4C(=O)Cc3cc(F)ccc3F)c12
relative energy (zero: lowest compared OMol25 entry of this formula, charge and spin) = 7.0 kcal/mol

ORCA input file:
```
! wB97M-V def2-TZVPD RIJCOSX def2/J DEFGRID3
* xyz 0 1
C -2.12 -1.20 -1.25
F 5.30 -0.16 -0.59
C 5.19 2.03 2.95
C 0.05 0.31 1.49
H -8.33 -2.06 -0.23
C -1.31 -0.84 -2.34
H 4.43 2.48 -1.29
H 3.87 3.38 1.93
N -6.74 -2.87 -1.27
H -0.65 0.96 2.03
H 2.20 0.35 1.53
H -1.58 -1.04 -3.36
C -3.35 -1.94 -1.53
N 1.48 0.87 -0.37
H 3.17 3.20 -0.39
F 5.26 2.76 4.09
C -7.28 -1.93 -0.46
C 5.89 0.82 2.83
C -1.72 -0.82 0.04
C -5.32 -0.94 -0.09
C -3.43 -2.93 -2.44
O -4.72 -3.44 -2.48
C -4.68 -1.77 -0.96
C 3.66 2.25 -0.56
H -3.85 0.33 -0.14
H 6.53 -0.79 1.60
C 2.58 1.31 -1.14
H 6.54 0.45 3.63
C -5.46 -2.73 -1.54
H 1.41 1.99 1.41
C 5.20 0.56 0.55
H 0.48 0.14 -3.01
N -4.63 0.08 0.50
C 4.42 1.71 0.65
C 1.40 0.95 1.08
C -0.11 -0.14 -2.17
N -6.58 -0.97 0.13
C 5.87 0.07 1.65
C -0.50 -0.12 0.16
C 0.34 0.23 -0.90
H 0.21 -0.57 2.08
C 4.41 2.42 1.87
H -5.27 0.79 0.84
H -2.62 -3.25 -3.11
O 2.63 1.16 -2.38
H -2.27 -1.09 0.94
*
```

No. 2
The following is a DFT calculation (ωB97M-V with the def2-TZVPD basis set) of a molecular structure, C22H16F5N2O5Pt at a distorted geometry.

Results
LUMO energy = 2.2269 eV
orbital gap = 0.25015 Ha
E = -1952.222619 Ha
relative energy (zero: lowest compared OMol25 entry of this formula, charge and spin) = 24.2 kcal/mol

ORCA input file:
```
! wB97M-V def2-TZVPD RIJCOSX def2/J DEFGRID3
* xyz -1 1
F 2.70 2.98 -3.34
C 0.02 2.85 1.79
C -0.34 4.92 -3.53
C 1.97 1.41 1.87
H -0.11 1.40 3.88
C -0.40 -2.00 -1.68
H 0.58 -0.09 3.23
C -1.44 0.23 2.63
C 0.95 4.48 -3.82
H -4.69 -1.38 1.35
O -0.60 -0.78 -1.56
C 1.36 -5.14 -1.09
H -2.84 -0.93 -0.23
C -2.74 -0.68 0.82
C 1.46 3.43 -3.09
H 3.22 -3.29 1.06
C -2.49 0.00 3.51
F 1.29 1.82 -1.40
O -1.30 2.66 -0.84
H -1.06 2.87 1.70
H 2.96 -5.63 0.28
H -1.13 -2.54 -2.31
H 2.33 1.92 2.77
H 0.44 3.34 0.92
O 2.03 -7.34 -1.15
C 0.70 2.84 -2.10
F 1.67 5.07 -4.80
H 2.29 0.37 1.85
C -1.09 4.32 -2.54
N 1.23 -6.51 -1.57
C 0.51 -4.19 -1.57
O 1.90 -1.28 0.12
H -0.26 -4.47 -2.27
F -2.32 4.81 -2.31
H 2.35 1.91 0.99
C 2.34 -4.83 -0.12
F -0.84 5.95 -4.23
C -3.78 -0.93 1.71
O 0.40 -6.76 -2.43
C 0.62 -2.85 -1.16
N 0.50 1.45 1.83
H 0.35 3.36 2.71
C 1.69 -2.45 -0.23
C -0.63 3.23 -1.76
C 2.48 -3.56 0.31
C -3.66 -0.58 3.05
Pt -0.12 0.44 0.17
C -1.55 -0.09 1.27
C -0.09 0.74 3.00
H -4.48 -0.76 3.74
H -2.38 0.28 4.55
*
```

No. 3
The following is a DFT calculation (ωB97M-V with the def2-TZVPD basis set) of C22H16N2O3S in the gas phase at a distorted geometry.

Results
LUMO energy = 0.2988 eV
orbital gap = 0.31706 Ha
E = -1581.409058 Ha
SMILES = Cc1c(NC(=O)c2ccc3c(c2)OCO3)cccc1-c1nc2ccccc2s1

ORCA input file:
```
! wB97M-V def2-TZVPD RIJCOSX def2/J DEFGRID3
* xyz 0 1
C 0.74 -2.26 0.04
C 3.69 -3.83 1.36
C 1.05 0.21 0.47
H -3.37 7.57 -2.58
N 2.72 -3.57 0.44
H -2.42 2.44 0.84
C -1.11 -3.06 -1.28
H 6.23 -4.28 4.22
H -2.54 -1.58 -1.87
H 4.43 -2.60 4.46
H -1.01 1.22 -0.14
C 5.60 -4.92 2.27
N -1.45 0.57 -0.77
C -2.68 3.06 0.00
H -1.63 -3.87 -1.77
C -0.94 -0.73 -0.74
C 4.70 -4.78 1.24
C -3.44 4.63 -2.12
C -2.43 1.09 -1.57
O -2.99 0.49 -2.46
C -2.73 2.53 -1.28
S 2.25 -1.97 2.42
C 4.51 -3.20 3.57
C 0.27 -0.95 -0.06
O -3.84 5.60 -2.99
H 0.46 -4.31 -0.51
H 2.09 -0.06 0.63
H 4.76 -5.37 0.34
H 0.65 0.56 1.43
H 6.40 -5.65 2.19
C -1.62 -1.78 -1.35
C -4.03 6.77 -2.21
H -2.96 4.81 1.24
C 5.51 -4.14 3.43
C -3.37 5.16 -0.83
O -3.72 6.48 -0.86
H 1.04 1.04 -0.23
C 3.60 -3.05 2.54
H -5.07 7.10 -2.28
C -3.00 4.39 0.25
C 1.92 -2.65 0.80
C -3.14 3.32 -2.37
C 0.06 -3.31 -0.59
H -3.21 2.89 -3.35
*
```